[1]
{"formula": "C28H25N4O4RuS", "method": "ωB97M-V with the def2-TZVPD basis set", "elements": ["Ru", "N", "N", "C", "O", "O", "H", "H", "H", "C", "C", "C", "C", "C", "C", "C", "C", "S", "C", "N", "C", "C", "C", "C", "C", "C", "C", "C", "H", "H", "H", "H", "H", "H", "H", "H", "H", "H", "H", "H", "H", "H", "H", "H", "O", "C", "O", "C", "C", "C", "C", "C", "C", "C", "C", "C", "N", "H", "H", "H", "H", "H", "H"], "xyz": [[-0.02898, -0.17707, 0.86622], [0.95946, 0.41644, 2.59363], [1.48039, -0.75214, 3.20055], [0.95469, -2.01516, 2.82550], [1.30517, -2.97372, 3.48486], [0.19752, -2.03648, 1.77587], [1.70282, 1.08871, 2.42091], [0.24101, 0.87123, 3.15880], [1.78280, -0.65375, 4.15666], [3.96094, -6.02490, -0.63485], [3.53049, -5.07962, 0.49315], [2.09377, -5.41887, 0.88985], [4.43082, -5.28703, 1.71944], [3.66727, -3.62764, 0.03717], [4.90100, -3.16999, -0.45535], [5.10579, -1.85650, -0.81592], [4.05123, -0.96399, -0.67151], [4.02944, 0.74787, -0.95522], [2.39465, 0.80846, -0.40374], [1.88181, -0.35322, -0.06799], [2.81048, -1.39195, -0.19723], [2.61611, -2.73252, 0.14659], [1.57559, 1.99146, -0.28822], [2.01804, 3.27252, -0.62495], [1.15440, 4.34080, -0.48542], [-0.13604, 4.11417, -0.01123], [-0.56597, 2.84106, 0.33310], [0.28093, 1.73842, 0.19931], [3.86040, -7.06129, -0.30669], [4.99973, -5.87185, -0.93035], [3.33463, -5.88525, -1.51867], [2.03149, -6.47933, 1.14174], [1.39642, -5.23186, 0.06989], [1.76131, -4.84464, 1.75619], [4.37273, -6.32465, 2.05517], [4.10853, -4.64301, 2.53922], [5.47565, -5.06364, 1.49512], [5.73084, -3.86042, -0.53271], [6.07071, -1.52540, -1.17616], [1.66539, -3.02936, 0.55691], [3.02560, 3.42782, -0.99446], [1.47469, 5.34181, -0.74062], [-0.82020, 4.94746, 0.09306], [-1.57579, 2.70996, 0.70180], [-3.57076, 1.32530, 0.96520], [-2.72428, 0.46549, 1.02549], [-1.66513, 0.47876, 1.78721], [-2.81166, -0.80303, 0.21950], [-4.03682, -1.49026, 0.16059], [-4.04563, -2.76283, -0.32600], [-2.84463, -3.33144, -0.80277], [-2.77503, -4.63161, -1.35655], [-1.60337, -5.10251, -1.87112], [-0.44452, -4.29522, -1.85581], [-0.47300, -3.04746, -1.30453], [-1.67275, -2.54590, -0.75413], [-1.67476, -1.29170, -0.22275], [-4.92244, -0.99695, 0.53335], [-4.95611, -3.34923, -0.34990], [-3.67432, -5.23466, -1.37826], [-1.55795, -6.09263, -2.30462], [0.47324, -4.67474, -2.28473], [0.40515, -2.41591, -1.28010]], "forces_ev_per_a": [[-0.340, -0.189, 0.867], [-0.128, -0.007, -0.268], [0.044, 0.240, -0.255], [0.071, -0.206, 0.197], [-0.034, -0.012, 0.042], [0.073, 0.329, 0.032], [0.077, -0.094, 0.001], [-0.029, -0.061, 0.002], [-0.046, -0.141, 0.023], [0.020, -0.006, -0.013], [-0.026, 0.034, 0.005], [-0.049, -0.002, -0.012], [0.024, -0.014, -0.011], [-0.131, 0.019, -0.001], [0.059, -0.003, 0.004], [0.072, -0.005, 0.003], [-0.119, 0.014, -0.006], [-0.029, 0.036, 0.021], [0.059, -0.308, -0.164], [0.029, -0.084, -0.001], [0.055, 0.019, 0.043], [0.136, 0.052, 0.066], [-0.064, 0.152, -0.047], [-0.051, 0.044, -0.005], [0.048, -0.035, -0.005], [0.000, -0.008, 0.004], [-0.077, 0.023, 0.032], [-0.023, -0.287, -0.356], [-0.004, 0.000, -0.002], [-0.003, 0.001, 0.000], [-0.002, 0.001, -0.003], [0.008, 0.007, 0.028], [0.010, -0.024, 0.002], [-0.001, 0.005, 0.015], [-0.011, 0.000, 0.004], [0.002, 0.002, 0.001], [-0.002, -0.004, -0.003], [-0.002, 0.004, -0.023], [-0.001, 0.002, -0.012], [-0.037, -0.042, -0.039], [0.010, -0.001, 0.000], [0.008, 0.000, -0.013], [0.002, 0.007, -0.002], [0.041, 0.036, 0.010], [-0.133, -0.084, 0.153], [-0.121, 0.100, -0.204], [0.223, 0.124, 0.105], [-0.150, -0.247, 0.151], [-0.033, -0.006, -0.128], [0.004, 0.000, 0.004], [0.046, 0.109, -0.015], [-0.008, -0.023, -0.015], [-0.023, -0.023, -0.007], [0.006, 0.040, 0.036], [-0.012, -0.025, -0.009], [0.297, 0.011, -0.469], [0.283, 0.532, 0.265], [-0.002, 0.003, 0.011], [-0.013, 0.013, -0.012], [0.001, -0.007, -0.002], [-0.006, -0.006, 0.007], [0.038, 0.003, -0.001], [-0.045, -0.008, -0.031]], "mulliken_spin": [0.94, -0.02, 0.00, 0.00, 0.01, 0.04, 0.00, 0.00, 0.00, 0.00, 0.00, 0.00, 0.00, 0.00, 0.00, 0.00, 0.00, 0.00, -0.01, 0.01, 0.00, 0.01, -0.02, 0.00, 0.00, 0.00, 0.00, 0.00, 0.00, 0.00, 0.00, 0.00, 0.00, 0.00, 0.00, 0.00, 0.00, 0.00, 0.00, 0.00, 0.00, 0.00, 0.00, 0.00, 0.02, 0.00, 0.03, 0.01, 0.00, 0.01, 0.00, 0.00, 0.00, 0.00, 0.00, 0.00, -0.02, 0.00, 0.00, 0.00, 0.00, 0.00, 0.00], "relative_energy_ev": 0.1861, "lumo_ev": [-0.407, -0.819], "homo_lumo_gap_ha": [0.291, 0.270], "spin_multiplicity": 2}

[2]
{"formula": "C28H25N5O2SV", "method": "ωB97M-V with the def2-TZVPD basis set", "elements": ["V", "N", "C", "N", "C", "N", "N", "C", "C", "C", "C", "C", "C", "N", "C", "C", "C", "C", "C", "C", "H", "H", "H", "H", "H", "H", "H", "H", "H", "H", "H", "O", "O", "S", "C", "C", "C", "C", "C", "C", "C", "C", "C", "C", "C", "C", "C", "C", "H", "H", "H", "H", "H", "H", "H", "H", "H", "H", "H", "H", "H", "H"], "xyz": [[-0.03853, -0.09479, -0.02814], [-4.19479, 1.06521, -0.29936], [-2.84356, 1.04244, -0.33368], [-2.07393, 0.11481, 0.11168], [-2.68126, -1.01837, 0.66870], [-1.96633, -1.96795, 1.16608], [-0.60001, -1.71089, 1.02501], [0.07381, -1.77691, 2.16075], [1.41233, -1.24493, 2.13662], [2.35911, -1.53239, 3.12540], [3.60230, -0.94755, 3.01289], [3.86503, -0.08868, 1.93500], [2.86635, 0.15052, 1.01334], [1.64277, -0.39811, 1.08625], [-4.15568, -1.11498, 0.70385], [-4.80959, -2.22475, 1.22778], [-6.19645, -2.25721, 1.25563], [-6.92872, -1.18162, 0.76303], [-6.27827, -0.07542, 0.23725], [-4.88913, -0.04410, 0.19540], [-4.70126, 1.78439, -0.78497], [-2.40330, 1.91663, -0.79400], [-0.34599, -2.14653, 3.09375], [2.12621, -2.20069, 3.94225], [4.37146, -1.15101, 3.74833], [4.83152, 0.38149, 1.82054], [3.02636, 0.80910, 0.16781], [-4.23653, -3.05611, 1.61347], [-6.70726, -3.11913, 1.66476], [-8.01036, -1.20642, 0.79165], [-6.86176, 0.75851, -0.13717], [0.37923, 1.20002, -0.90690], [-0.25730, 1.04756, 1.57559], [-1.43684, 2.03445, 1.77770], [-0.64437, 3.42375, 0.87980], [-1.47419, 4.69653, 0.91925], [-2.76156, 4.76708, 0.37686], [-3.49217, 5.94830, 0.43275], [-2.94868, 7.07713, 1.02913], [-1.67234, 7.02251, 1.56881], [-0.94090, 5.84123, 1.51381], [-0.91630, 2.61162, 3.43727], [-1.94034, 2.21741, 4.46831], [-1.59884, 1.36926, 5.51931], [-2.54822, 1.01137, 6.47019], [-3.84494, 1.49936, 6.37811], [-4.19276, 2.34739, 5.33358], [-3.24521, 2.70547, 4.38349], [-0.48969, 3.10736, -0.15685], [0.33641, 3.60009, 1.32337], [-3.20244, 3.90750, -0.09134], [-4.48756, 5.98835, 0.00909], [-3.51796, 7.99614, 1.07193], [-1.24489, 7.90095, 2.03406], [0.05405, 5.81701, 1.94125], [-0.81840, 3.70348, 3.44727], [0.06254, 2.19134, 3.67314], [-0.59128, 0.98075, 5.60280], [-2.27576, 0.35135, 7.28311], [-4.58302, 1.22037, 7.11853], [-5.20241, 2.73003, 5.26057], [-3.52717, 3.37019, 3.57368]], "forces_ev_per_a": [[1.233, 2.077, 0.013], [0.223, -0.548, 0.254], [-0.263, 0.499, -0.837], [-1.568, -1.018, -1.602], [-0.272, -1.317, 0.699], [-0.049, 0.564, -0.071], [-1.581, -0.587, 0.368], [2.000, -0.391, 0.862], [-2.223, -0.573, 0.173], [1.085, 0.596, 0.018], [-0.347, -0.333, 0.336], [-0.162, 0.176, -0.199], [0.089, 0.115, -0.112], [1.459, -1.248, -0.113], [0.639, 0.212, -0.178], [-0.495, 0.008, -0.025], [0.167, 0.024, -0.001], [0.131, 0.044, -0.037], [-0.197, -0.004, -0.052], [-0.541, -0.267, 0.381], [0.086, 0.086, 0.027], [0.250, -0.067, -0.193], [-0.079, -0.240, -0.260], [-0.100, -0.044, -0.050], [-0.006, -0.007, -0.022], [-0.027, 0.016, -0.039], [-0.013, -0.014, -0.001], [0.128, 0.097, -0.047], [0.007, 0.021, -0.008], [0.020, 0.037, -0.020], [0.076, 0.029, -0.022], [0.132, 0.505, -1.728], [-1.475, 0.346, 1.448], [3.596, 1.025, 0.968], [-1.114, 1.196, -0.515], [0.195, -0.092, 0.187], [0.252, 0.406, 0.275], [0.100, -0.120, 0.021], [0.017, 0.013, 0.015], [0.007, -0.102, -0.051], [-0.264, 0.049, 0.001], [-0.830, 0.464, 0.719], [0.010, -0.095, 0.179], [-0.193, 0.004, 0.000], [-0.070, 0.108, -0.083], [0.082, -0.011, -0.023], [0.128, -0.021, -0.053], [-0.028, -0.126, 0.188], [0.048, -0.430, 0.214], [-0.097, -0.373, 0.089], [-0.092, -0.325, -0.144], [0.005, -0.015, -0.009], [-0.004, 0.002, 0.000], [0.021, -0.004, 0.001], [0.032, -0.071, -0.023], [-0.122, -0.113, -0.301], [-0.093, -0.195, -0.482], [0.028, 0.017, -0.089], [0.016, -0.007, -0.005], [-0.004, -0.004, -0.001], [0.000, 0.010, -0.009], [0.047, 0.018, -0.029]], "mulliken_spin": [0.10, 0.02, 0.07, -0.05, 0.08, -0.07, 0.21, 0.33, -0.02, 0.08, -0.02, 0.14, -0.09, 0.11, 0.01, 0.01, 0.00, 0.01, 0.00, 0.01, 0.00, 0.00, 0.04, 0.00, 0.00, 0.01, 0.00, 0.00, 0.00, 0.00, 0.00, 0.01, -0.03, 0.03, 0.01, 0.00, 0.00, 0.00, 0.00, 0.00, 0.00, 0.00, 0.00, 0.00, 0.00, 0.00, 0.00, 0.00, -0.01, 0.00, 0.00, 0.00, 0.00, 0.00, 0.00, 0.00, 0.00, 0.00, 0.00, 0.00, 0.00, 0.00], "relative_energy_ev": 2.5923, "lumo_ev": [0.124, 0.127], "homo_lumo_gap_ha": [0.185, 0.213], "spin_multiplicity": 2}

[3]
{"formula": "C28H26BF2N5O6RhS", "method": "ωB97M-V with the def2-TZVPD basis set", "elements": ["Rh", "C", "O", "C", "C", "C", "C", "C", "C", "N", "N", "C", "C", "C", "C", "O", "C", "N", "C", "C", "C", "C", "H", "H", "H", "H", "H", "H", "H", "H", "H", "H", "H", "H", "C", "C", "C", "C", "C", "C", "C", "S", "O", "O", "N", "C", "C", "O", "O", "H", "H", "H", "H", "H", "H", "H", "H", "H", "C", "C", "C", "N", "H", "H", "H", "H", "H", "F", "B", "F"], "xyz": [[2.28791, -0.11343, 2.05196], [-4.81318, -1.82088, -1.74873], [-4.14127, -1.24840, -2.84683], [-2.88921, -1.73159, -3.12866], [-2.30051, -1.26361, -4.30134], [-1.05382, -1.71048, -4.68085], [-0.32933, -2.62318, -3.89454], [-0.93348, -3.07429, -2.71217], [-2.20042, -2.64121, -2.33896], [0.87327, -3.09879, -4.40960], [1.76051, -3.65124, -3.63715], [2.04755, -3.25531, -2.37987], [2.58989, -4.22006, -1.50619], [2.87897, -3.92476, -0.19353], [2.68618, -2.64936, 0.31853], [2.94402, -2.38372, 1.68147], [2.21903, -1.62058, -0.50718], [2.03832, -0.35537, 0.00248], [1.82761, 0.64852, -0.83372], [1.70359, 0.48275, -2.20374], [1.72368, -0.79782, -2.72136], [1.95448, -1.89436, -1.88422], [-5.79169, -1.34800, -1.70735], [-4.29014, -1.63196, -0.80790], [-4.93556, -2.90093, -1.87571], [-2.85093, -0.55565, -4.90883], [-0.60467, -1.36986, -5.60599], [-0.42233, -3.79284, -2.08743], [-2.63418, -3.02955, -1.42705], [2.72816, -5.22266, -1.88699], [3.25901, -4.70398, 0.45687], [1.72500, 1.62092, -0.37212], [1.54807, 1.34587, -2.83509], [1.58752, -0.96655, -3.78100], [-3.23943, 4.35562, -0.41639], [-2.02553, 3.87173, 0.32382], [-2.10352, 3.34056, 1.55235], [-0.94170, 2.81196, 2.28638], [0.39560, 2.98968, 1.54518], [0.41847, 3.72709, 0.29305], [-0.72446, 4.07323, -0.30976], [1.81375, 2.98788, 2.62967], [2.90925, 2.47363, 1.83934], [2.02721, 4.20146, 3.36967], [1.11001, 1.85032, 3.58738], [1.48963, 1.48176, 4.92641], [2.52168, 0.33405, 5.05538], [2.85505, 0.03563, 6.18950], [2.94369, -0.19663, 3.96712], [-4.14450, 4.22408, 0.17564], [-3.36037, 3.80416, -1.35257], [-3.14426, 5.41373, -0.67342], [-3.06098, 3.31153, 2.06203], [-0.94345, 2.97048, 3.35886], [1.38319, 3.98656, -0.12986], [-0.69699, 4.59452, -1.26001], [0.58664, 1.18565, 5.46046], [1.90103, 2.35962, 5.42445], [-2.15874, 0.12738, 1.29369], [-0.86960, 0.73768, 0.73933], [-0.20275, 1.59485, 1.78061], [0.59147, 0.86146, 2.74960], [-2.99342, 0.82803, 1.24589], [-2.01338, -0.17187, 2.33301], [-2.42943, -0.76067, 0.72177], [-1.07244, 1.31962, -0.16240], [-0.19370, -0.06327, 0.45194], [5.13835, -3.25345, 1.68783], [4.02932, -2.88866, 2.32780], [4.01226, -3.01705, 3.63913]], "forces_ev_per_a": [[-0.382, -1.250, -0.949], [-0.116, -0.059, 0.233], [0.516, -0.140, -0.244], [-0.289, 0.226, -0.019], [-0.026, 0.090, -0.063], [0.236, -0.212, 0.032], [-0.899, 0.942, 0.674], [0.090, 0.089, -0.281], [0.116, -0.206, 0.110], [1.433, -2.286, 1.314], [-0.800, 1.259, -3.369], [0.144, 0.256, 2.837], [-0.616, 0.478, -1.166], [0.081, 0.352, 0.862], [0.408, -0.667, 0.970], [-0.359, -0.278, -1.773], [-0.204, 0.431, -0.517], [0.387, -0.115, 1.273], [-0.063, 0.302, 0.382], [-0.004, -0.794, -0.487], [-0.171, 0.804, -0.331], [0.239, -0.676, 0.154], [0.022, -0.015, -0.020], [0.020, 0.040, -0.004], [-0.009, 0.017, -0.020], [0.030, -0.025, 0.011], [-0.030, 0.012, -0.005], [0.002, -0.015, 0.034], [0.031, 0.018, -0.040], [0.021, -0.025, -0.007], [0.012, 0.058, -0.021], [0.003, -0.049, 0.030], [0.017, -0.005, -0.036], [0.026, 0.133, 0.069], [0.055, 0.000, -0.008], [-0.166, -0.056, 0.117], [0.055, 0.048, -0.104], [-0.159, 0.041, -0.064], [0.214, -0.135, 0.250], [0.085, 0.023, -0.020], [0.039, 0.033, -0.106], [-0.040, -0.326, 0.244], [0.171, 0.597, -0.213], [-0.051, 0.222, 0.110], [-0.007, 0.937, 0.206], [0.341, 0.005, -0.128], [-0.309, 0.263, -0.789], [0.198, -0.158, 0.411], [0.014, 0.019, 0.532], [-0.004, -0.003, 0.010], [-0.028, 0.012, -0.024], [-0.018, 0.007, -0.019], [-0.021, 0.029, 0.000], [0.060, -0.048, -0.010], [-0.016, 0.024, 0.009], [0.006, 0.021, -0.007], [-0.023, -0.047, 0.029], [0.023, 0.012, 0.002], [0.059, -0.010, -0.028], [-0.067, 0.071, -0.006], [-0.118, -0.018, 0.287], [-0.319, -0.328, -0.647], [0.003, 0.029, 0.038], [0.030, -0.029, -0.023], [-0.073, -0.060, -0.046], [-0.038, 0.017, -0.017], [0.015, 0.016, 0.169], [-0.078, -0.053, -0.159], [0.401, 0.222, 0.655], [-0.100, -0.067, -0.280]], "mulliken_charge": [0.78, -0.70, -0.45, 0.94, -0.71, -0.15, -0.06, -0.61, -0.22, -0.64, -0.45, -0.35, -0.57, -0.47, 0.91, -0.41, 0.03, -0.58, -0.45, -1.15, -0.58, 1.24, 0.26, 0.19, 0.36, 0.42, 0.45, 0.38, 0.38, 0.44, 0.42, 0.45, 0.51, 0.65, -1.63, 1.43, -1.75, -0.23, 0.24, -0.61, -0.95, 1.50, -0.60, -0.86, 0.52, -0.71, 0.47, -0.75, -0.63, 0.38, 0.32, 0.35, 0.29, 0.45, 0.55, 0.40, 0.30, 0.33, -1.59, 0.16, 1.44, -1.44, 0.36, 0.40, 0.34, 0.43, -0.19, -0.25, 0.51, -0.22], "relative_energy_ev": 5.0766, "total_charge": -1, "lumo_ev": [0.712, 0.670], "homo_lumo_gap_ha": [0.135, 0.138]}